Entry 1:
The following is a quantum chemistry calculation of C26H36F8N4O2Rb as an isolated structure, from the Open Molecules 2025 dataset.

CARTESIAN COORDINATES (ANGSTROEM)
Rb (0.3155, -0.0864, -0.1386)
C (-3.7302, 1.0933, 1.3611)
C (-2.9663, 1.4548, 2.6401)
N (-1.5053, 1.3464, 2.5311)
C (-0.9186, 0.7568, 3.7438)
C (-1.1128, -0.7494, 3.8462)
C (-0.8558, 2.6275, 2.2455)
C (-1.3410, 3.3489, 1.0025)
N (-1.1242, 2.5494, -0.1921)
C (-1.5805, 2.9859, -1.3562)
C (-1.3942, 2.1678, -2.5211)
F (-0.7707, 0.9727, -2.3390)
C (-1.7965, 2.5013, -3.7822)
F (-1.5349, 1.6475, -4.7896)
C (-2.4573, 3.6839, -4.0660)
C (-2.6688, 4.5041, -2.9739)
F (-3.2869, 5.6799, -3.1676)
C (-2.2670, 4.1982, -1.6952)
F (-2.5210, 5.1261, -0.7426)
H (-4.7960, 0.9529, 1.5779)
H (-3.3277, 0.1620, 0.9527)
H (-3.6322, 1.8556, 0.5861)
H (-3.2966, 0.7800, 3.4300)
H (-3.2410, 2.4668, 2.9714)
H (-1.3332, 1.2400, 4.6457)
H (0.1510, 0.9656, 3.7451)
H (-2.1715, -1.0201, 3.9227)
H (-0.5993, -1.1390, 4.7313)
H (-0.6900, -1.2397, 2.9685)
H (0.2186, 2.4391, 2.1525)
H (-0.9944, 3.3198, 3.0940)
H (-0.7886, 4.2962, 0.9782)
H (-2.3929, 3.6298, 1.1514)
H (-2.7735, 3.9536, -5.0662)
C (3.7219, 0.6008, -2.2909)
N (2.7174, -0.4435, -2.2477)
C (1.9560, -0.4989, -3.4856)
C (3.2937, -1.7485, -1.9383)
C (4.0488, -1.8144, -0.6190)
N (3.2137, -1.3101, 0.4463)
C (3.6827, -1.2235, 1.6809)
C (2.8439, -0.6246, 2.6723)
F (1.6497, -0.1701, 2.2415)
C (3.1619, -0.4755, 3.9889)
F (2.2621, 0.1014, 4.8075)
C (4.3715, -0.9064, 4.5091)
C (5.2241, -1.4894, 3.5890)
F (6.4101, -1.9515, 4.0203)
C (4.9230, -1.6483, 2.2568)
F (5.8420, -2.2810, 1.4911)
H (4.5231, 0.3777, -3.0160)
H (4.1704, 0.7286, -1.3042)
H (3.2541, 1.5426, -2.5772)
H (2.5831, -0.7670, -4.3534)
H (1.4907, 0.4688, -3.6850)
H (1.1619, -1.2454, -3.3969)
H (3.9816, -2.0614, -2.7445)
H (2.4711, -2.4709, -1.9110)
H (4.9918, -1.2645, -0.7197)
H (4.3335, -2.8655, -0.4865)
H (4.6301, -0.7994, 5.5536)
C (-1.7331, -1.6847, -3.9150)
O (-1.2119, -2.2940, -2.7466)
C (-2.1741, -3.0920, -2.0998)
C (-1.5385, -3.7017, -0.8800)
O (-1.5072, -2.8388, 0.2413)
C (-2.7257, -2.7926, 0.9639)
H (-2.0814, -2.4440, -4.6221)
H (-0.9429, -1.0989, -4.3681)
H (-2.5662, -1.0167, -3.6754)
H (-2.5235, -3.8864, -2.7672)
H (-3.0453, -2.4880, -1.8189)
H (-0.5015, -3.9335, -1.1244)
H (-2.0520, -4.6321, -0.6192)
H (-3.0663, -3.8028, 1.2154)
H (-3.5170, -2.2868, 0.4047)
H (-2.5436, -2.2386, 1.8828)

## Properties
Energy ... -59996.1359 eV
Largest force on an atom ... 0.0120 hartree/bohr
Spin multiplicity ... 1
HOMO-LUMO gap ... 5.707 eV
Charge ... -1

These are the Löwdin partial charges, in e, on atoms 1 to 6: 0.827, -0.065, -0.243, -0.173, -0.268, -0.080

---

Entry 2:
The following is a quantum chemistry calculation of C5H5NO2 in the gas phase at a distorted geometry, from the Open Molecules 2025 dataset.

CARTESIAN COORDINATES (ANGSTROEM)
C (-1.9947, 0.6048, 1.0795)
C (-0.2451, 0.0275, -0.2317)
C (0.5899, 0.0015, -1.2854)
C (2.1269, -0.3510, -1.2775)
C (0.3368, -0.4560, 1.0288)
H (-3.0384, 0.8832, 0.8583)
H (-1.3156, 1.3436, 1.7311)
H (-1.8804, -0.4258, 1.7549)
H (0.2130, 0.1052, -2.4247)
H (2.7478, -0.2565, -0.2986)
N (1.2560, -1.1904, 1.6414)
O (-1.4997, 0.6221, -0.2739)
O (2.7034, -0.9081, -2.3022)

## Properties
Structure (SMILES) ... CO/C(C#N)=C/C=O
Energy ... -10845.7160 eV
Largest force on an atom ... 0.2392 hartree/bohr
Spin multiplicity ... 1
HOMO-LUMO gap ... 8.728 eV
Charge ... 0

These are the natural (NBO) partial charges, in e, on atoms 1 to 6: -0.294, 0.188, -0.276, 0.366, 0.173, 0.224